Molecular formula: C4H17GaN2
Method: DFT, ωB97M-V/def2-TZVPD

Calculated values
HOMO	-7.2	eV
energy relative to the best compared isomer or geometry (same formula, charge and spin)	0.0	kJ/mol
E_LUMO	-1.30	eV

Cartesian coordinates (Å):
H (1.1701, -2.8879, -1.6765)
H (0.8830, 1.9460, -0.3176)
H (0.7992, -2.5541, 0.7388)
H (2.1385, 0.7994, -1.6805)
N (-0.0318, 1.8059, 0.1118)
H (-2.5454, 1.0211, 1.5237)
H (2.9260, -0.5446, 0.4227)
H (-1.5240, 2.2136, 0.8949)
H (-0.8800, -0.7507, 1.4585)
C (-0.5338, 0.4770, -0.2804)
H (-3.1883, 2.2315, 0.5750)
C (0.1565, -2.0239, 0.0300)
H (3.8065, -1.2807, -1.9679)
H (-0.1838, 0.2846, -1.2881)
C (0.9032, -1.8974, -1.3017)
C (-0.1159, -0.6474, 0.6670)
N (-2.5000, 2.0143, 1.2930)
Ga (2.5771, -0.6961, -1.1550)
H (0.1747, 1.7776, 1.1121)
H (-2.6703, 2.5803, 2.1215)
H (0.8068, -0.3298, 1.1578)
H (-1.6302, 0.5335, -0.3574)
H (-0.7700, -2.6119, -0.0312)
H (0.2319, -1.4604, -2.0503)

natural (NBO) atomic charge list, values in e, 2 entries:
1. H 0.21
2. H 0.44